(1)
Below is a cluster of 5 separate species, C28H48N7O4PS in total, with properties calculated with the ωB97M-V functional and the def2-TZVPD basis.

SMILES	CCCCNc1cccc2c1Sc1cc([PH2]=N)ccc1N2.CNC(C)=O.CNC(C)=O.CNC(C)=O.CNC(C)=O
HOMO level	-7.52	eV
frontier orbital gap	8.150	eV
electronic energy	-68560.0133	eV

Atoms and positions in Å:
S -2.859387 -0.177710 -0.614409
P -7.868870 -1.444607 1.136677
O 5.927236 -1.964836 -7.495563
O -2.771184 -1.596261 3.870038
O 2.104512 5.060512 2.430912
O 3.051189 -2.824476 -3.013637
N -9.324794 -0.848016 1.237965
N -4.615267 -0.348480 4.134828
N 8.026697 -2.716645 -7.285387
N -0.039495 -0.680144 -0.226722
N 1.160995 6.680555 3.658066
N 1.773774 -1.662544 -4.442117
N -3.512098 2.721721 0.281523
C -3.460456 -0.899301 4.596775
C -4.379938 0.389273 0.121045
C 0.109755 2.888280 0.947683
C -1.226248 3.187284 0.849619
C -2.147656 2.266582 0.377365
C 0.522166 1.614305 0.579908
C 0.972301 7.521683 4.825228
C 1.552877 -2.218946 2.831176
C -6.564746 -0.165933 0.892647
C 6.201693 -4.347258 -7.422423
C -6.676600 1.174669 1.268947
C 3.012506 5.393749 4.621572
C 9.074135 -3.714057 -7.167966
C -1.694428 1.021521 0.022180
C 2.817269 -2.490273 -4.165065
C 0.747674 -2.910474 1.704428
C 6.686983 -2.915975 -7.405957
C -5.382369 -0.553822 0.294029
C 1.290881 -2.638137 0.289868
C -5.696348 2.103956 1.081546
C -5.553487 0.496220 4.835365
C 2.068910 5.684235 3.479416
C 3.650980 -2.961733 -5.330601
C 1.349123 -1.162358 -5.736081
C -0.348812 0.643960 0.133295
C 1.350144 -1.109925 -0.047722
C -3.082164 -0.608913 6.030309
C -4.499178 1.711513 0.476330
H 9.610019 -3.562807 -6.229467
H 3.617030 6.273206 4.847339
H -0.316981 -2.655786 1.789526
H -4.824689 -0.574197 3.172850
H 1.576320 1.370381 0.687353
H -0.044486 7.392519 5.199983
H -5.625815 1.440763 4.292106
H -7.737475 -2.376905 0.074834
H 2.453044 5.094242 5.508752
H 1.386387 -0.071728 -5.728969
H 5.120585 -4.361302 -7.522216
H -3.851202 -0.981089 6.708769
H 1.673653 7.271666 5.613671
H -3.620863 3.158138 -0.631832
H 8.669828 -4.720162 -7.185339
H 1.075619 -1.254475 3.060104
H 1.610184 -2.800119 3.753501
H 1.984587 -1.531979 -6.533762
H 0.561084 6.825697 2.861145
H 1.859176 -1.031859 -1.013646
H 2.239800 -3.140030 0.081885
H -2.145648 -1.109210 6.258616
H -5.244241 0.692597 5.856606
H 1.252925 -1.381293 -3.625132
H 0.839102 3.608810 1.324179
H 8.289252 -1.743527 -7.280372
H 4.443194 -3.610266 -4.966848
H 0.321334 -1.478994 -5.923420
H -0.703183 -1.306700 0.217452
H 4.105651 -2.112201 -5.840041
H 0.553398 -3.054261 -0.415283
H -2.949577 0.463844 6.177724
H 6.636387 -4.880025 -8.269184
H 1.881202 -0.646741 0.788675
H -9.689995 -1.104046 2.152485
H -5.836843 3.136382 1.387819
H -7.477841 -2.176495 2.289794
H 6.471467 -4.846686 -6.490850
H -7.599476 1.483764 1.759823
H 3.674384 4.581015 4.337672
H 9.774638 -3.598225 -7.996798
H 2.551259 -1.949179 2.460349
H 0.807585 -3.994264 1.880677
H -5.191559 -1.567840 -0.056014
H 3.032632 -3.526753 -6.030284
H 1.113747 8.566001 4.541724
H -6.530910 0.008426 4.842186
H -1.542951 4.182500 1.156740

Atomic forces in eV per Å
0.1 0.1 -0.1
-0.8 1.1 0.3
0.0 -0.1 0.0
0.0 0.0 0.1
0.1 0.0 0.1
0.0 0.0 0.0
0.5 -0.3 0.4
0.3 -0.2 0.1
-0.2 -0.2 0.0
0.7 0.9 0.6
0.2 -0.1 0.1
0.2 -0.1 -0.1
0.5 -0.9 -0.5
0.0 -0.1 -0.2
1.6 -0.6 -0.6
0.2 -0.4 -0.2
0.0 1.2 0.4
0.3 0.8 0.3
1.4 -0.2 0.2
-0.3 0.0 -0.4
-0.4 0.8 -0.6
0.2 -0.8 -0.4
0.0 0.1 0.0
-1.9 -0.4 0.8
0.0 0.0 0.0
0.1 0.5 0.0
-1.1 -0.7 -0.3
-0.1 0.0 0.2
0.7 -0.6 0.4
0.0 0.2 0.0
0.2 0.0 0.0
-0.9 0.7 -0.3
0.6 0.0 -0.3
-0.1 0.0 -0.5
-0.1 0.0 -0.1
0.0 0.0 0.1
-0.2 0.1 0.4
-0.9 -0.2 -0.1
-0.4 -2.2 -0.1
0.0 0.0 0.0
-0.8 1.0 0.5
0.1 -0.2 0.0
0.0 0.0 0.1
0.2 0.0 0.0
0.1 0.0 0.0
-0.2 0.0 -0.1
0.1 0.1 0.2
-0.2 0.1 0.2
0.6 0.3 0.1
0.1 0.1 0.1
0.0 0.0 -0.2
0.0 0.1 0.0
0.0 0.1 0.0
0.0 0.0 0.0
-0.2 0.1 0.2
-0.1 0.0 0.0
0.1 -0.2 0.2
0.0 0.0 -0.2
0.0 0.0 0.1
0.0 0.0 0.0
0.3 0.4 0.4
0.0 0.2 0.2
0.0 0.0 -0.1
0.1 -0.1 0.0
0.0 0.0 0.0
-0.3 -0.2 -0.2
0.0 0.0 0.0
-0.1 0.0 0.1
0.0 0.1 -0.2
0.1 -0.1 -0.1
0.0 -0.1 -0.2
0.4 -0.1 0.0
-0.1 0.0 0.1
0.0 -0.1 0.1
-0.1 0.4 -0.4
-0.3 0.2 -0.2
0.1 -0.2 0.0
0.3 0.0 -0.4
0.1 -0.1 -0.1
0.0 -0.1 -0.2
-0.1 0.0 -0.1
0.1 -0.2 0.0
0.0 -0.4 0.3
-0.1 0.2 -0.2
-0.1 0.1 0.1
0.0 0.1 -0.1
0.0 0.0 0.2
-0.1 0.2 0.2
-0.3 -0.2 -0.1

List of Mulliken charges in e, atom by atom: -0.283 0.306 -0.651 -0.658 -0.657 -0.638 -0.712 0.033 -0.165 -0.123 -0.151 -0.060 -0.174 0.899 0.638 -0.972 -0.442 -0.145 -0.562 -0.850 -1.212 0.140 -1.362 -0.423 -1.359 -0.812 0.937 0.798 -0.203 0.811 -0.769 -1.137 -0.609 -0.900 0.813 -1.308 -0.893 -0.203 -0.466 -1.379 0.006 0.280 0.372 0.240 0.057 0.417 0.289 0.268 0.082 0.381 0.290 0.221 0.384 0.323 0.277 0.319 0.263 0.346 0.336 0.217 0.387 0.408 0.285 0.395 0.134 0.535 0.240 0.304 0.289 0.208 0.408 0.328 0.367 0.470 0.171 0.234 0.455 0.088 0.388 0.490 0.299 0.280 0.322 0.431 0.290 0.337 0.293 0.278 0.425

(2)
Below is a cluster of 6 separate species, C28H48NO6 in total, with properties calculated with the ωB97M-V functional and the def2-TZVPD basis.

HOMO level	-10.79	eV
frontier orbital gap	7.948	eV
total charge	+1
electronic energy	-43582.4611	eV

Atoms and positions in Å:
O -5.654303 2.407141 -2.765430
O -8.181143 6.315663 0.462816
O -2.825452 5.981562 0.649405
O 2.641877 -6.016402 1.797227
O -0.563836 1.091562 -0.695877
O 7.377332 -4.961129 -1.558848
N 4.890735 -2.739835 3.475560
C -2.716937 0.485829 -1.494922
C -0.497721 -3.137822 3.189024
C 3.895100 -4.124616 0.862107
C -6.618676 7.695889 -0.677782
C -7.415092 3.866160 -2.126864
C -0.010092 -1.969201 1.011541
C 6.403282 -3.448600 0.957752
C -2.107226 3.879939 -0.194749
C -7.324053 1.398436 -1.406917
C 7.610165 -6.405367 -3.431797
C 5.755453 -1.689850 2.857546
C 6.107178 -1.944468 1.345970
C 7.995639 -5.232854 -2.570183
C 2.676894 -4.838815 1.534056
C -8.657295 8.639948 0.579179
C -0.914960 1.529265 -3.005093
C 1.430825 -3.940979 1.830383
C -0.808852 -2.095805 2.235075
C 5.262584 -4.138644 3.112909
C -4.378625 4.213002 0.971528
C 1.085459 -2.894402 0.848279
C 5.268586 -4.399794 1.565860
C -6.697468 2.544362 -2.158897
C -7.851335 7.440944 0.151704
C 0.615098 -4.071992 3.023207
C -3.078385 4.807500 0.491053
C -1.326226 1.039987 -1.641817
C 9.177263 -4.410017 -3.010402
H 3.878292 -2.588673 3.326478
H -5.915018 8.315291 -0.118750
H -9.512796 8.308918 1.167905
H -1.218178 4.438653 -0.488039
H 3.697823 -3.025510 0.867050
H 8.436652 -7.116205 -3.484011
H -0.177356 -1.188332 0.220633
H 5.018655 -2.660099 4.497370
H 6.689449 -1.471277 3.432865
H 8.983722 -3.977587 -3.993603
H -1.809610 3.081725 0.487010
H 4.633067 -4.887825 3.669060
H -6.137816 6.745978 -0.912760
H -6.700631 0.510449 -1.516006
H 1.740486 -2.829063 -0.054511
H 7.364304 -3.783438 1.433096
H -6.894136 8.189818 -1.611544
H -1.570480 2.342649 -3.322017
H -7.492684 4.221989 -1.096542
H 6.745293 -6.905744 -2.996095
H 6.980875 -1.288303 1.082928
H -2.875552 0.173139 -0.461833
H -2.844477 -0.381118 -2.145954
H 10.072483 -5.033242 -3.044095
H -2.567847 3.458607 -1.090732
H -1.123768 -3.243587 4.102517
H 9.340557 -3.601066 -2.298060
H -3.453253 1.253520 -1.744285
H -4.979513 4.990465 1.443803
H -6.851551 4.597194 -2.707491
H -8.409364 3.762179 -2.565037
H -9.022353 9.175363 -0.299209
H -8.313916 1.183738 -1.813218
H -8.043464 9.301017 1.193680
H 7.347805 -6.060409 -4.433487
H 5.531025 -5.471255 1.371615
H 0.108808 1.901520 -2.961433
H 0.826529 -4.857133 3.785448
H -4.935775 3.804701 0.125236
H -1.642003 -1.379704 2.381391
H -7.399280 1.646383 -0.346387
H 6.434160 -3.582201 -0.173362
H 5.246452 -1.583304 0.725675
H -4.180973 3.428623 1.704943
H -0.959387 0.708993 -3.723835
H 6.309122 -4.307406 3.495681
H 5.159492 -0.734388 2.888650
H 3.920336 -4.460641 -0.213333

Atomic forces in eV per Å
0.0 0.0 0.2
0.1 0.1 -0.1
-0.1 -0.2 0.0
0.6 0.5 0.0
0.0 -0.1 -0.2
0.1 -0.1 -0.2
0.0 -0.3 1.1
0.0 0.0 0.3
0.8 0.0 -0.8
-0.2 0.1 0.2
0.0 -0.3 0.0
0.3 0.1 -0.1
0.7 -1.6 1.4
-0.7 -0.2 0.3
0.2 0.3 0.0
0.3 -0.2 -0.1
-0.3 -0.1 0.3
0.3 2.0 -1.5
-0.2 -0.4 -0.4
-0.1 0.0 0.1
-1.3 0.8 0.1
-0.2 -0.2 0.2
0.3 0.1 0.2
-0.9 1.5 -0.1
1.6 -1.0 -1.0
0.8 -2.1 -0.4
-0.1 0.3 0.1
-0.2 -0.2 1.2
0.3 0.6 -0.5
0.2 0.1 -0.2
-0.1 -0.3 0.1
-0.4 1.4 -1.6
0.1 0.4 0.0
0.2 0.0 0.2
-0.1 0.2 0.3
0.5 0.1 -0.3
0.0 0.1 -0.1
0.1 0.0 0.0
-0.1 0.0 0.0
0.1 -0.9 -0.1
0.0 0.1 -0.2
0.0 -0.8 1.1
-0.2 0.0 -0.4
-0.9 -0.9 -0.1
0.1 -0.2 -0.1
-0.1 -0.1 -0.1
0.2 1.1 -0.5
0.0 0.1 0.0
0.0 0.1 0.0
-0.8 0.1 0.8
-0.7 0.3 -0.7
0.1 0.2 0.1
-0.1 -0.2 -0.1
-0.3 0.0 0.0
0.1 0.0 0.0
-0.8 -0.6 0.3
0.0 0.0 -0.1
-0.1 0.1 -0.1
0.0 0.0 -0.2
-0.1 -0.1 0.1
0.5 0.2 -0.8
0.0 -0.1 0.0
-0.1 -0.2 -0.2
0.0 0.0 0.0
0.0 -0.1 0.0
-0.1 0.0 0.2
0.1 0.1 0.1
-0.1 0.1 0.2
0.0 0.1 -0.2
0.2 -0.1 -0.1
-0.1 0.9 0.5
-0.1 0.0 0.0
-0.2 0.7 -0.8
0.1 -0.2 0.1
0.6 -0.7 0.1
-0.2 0.0 0.0
0.2 0.3 1.7
0.8 -0.3 0.5
-0.1 -0.1 -0.1
-0.2 0.1 -0.1
-1.0 0.3 -0.4
0.6 -0.9 0.2
0.2 0.3 1.0

List of Mulliken charges in e, atom by atom: -0.581 -0.542 -0.577 -0.541 -0.601 -0.494 0.021 -0.771 -0.456 -0.670 -0.892 -0.912 -0.292 -0.714 -0.637 -1.183 -1.115 -0.711 -0.655 0.755 0.115 -1.178 -1.258 0.490 -0.397 -1.337 -0.772 -0.260 0.396 0.816 0.869 -0.533 0.663 0.895 -1.070 0.396 0.352 0.308 0.293 0.179 0.340 0.264 0.383 0.336 0.336 0.314 0.386 0.064 0.305 0.299 0.434 0.363 0.283 0.183 0.279 0.447 0.238 0.458 0.335 0.032 0.344 0.259 0.077 0.270 0.249 0.437 0.323 0.375 0.330 0.338 0.538 0.332 0.385 -0.066 0.389 0.318 0.239 0.272 0.440 0.414 0.474 0.350 0.432

(3)
Below is a structure of composition C28H49AuNO2P2, with properties calculated with the ωB97M-V functional and the def2-TZVPD basis.

expectation value of S²	2.0209
HOMO level (spin up / spin down)	-7.18 / -9.14	eV
spin multiplicity	3
frontier orbital gap (spin up / spin down)	4.405 / 5.998	eV
energy relative to the best compared isomer or geometry (same formula, charge and spin)	300.2	kJ/mol
total charge	+1
electronic energy	-57673.9821	eV

Atoms and positions in Å:
Au 0.338153 2.973829 -0.758427
P 0.144828 -2.269097 -2.535335
P -3.700053 0.852540 1.293116
O -0.165452 -2.455438 -0.951442
O -1.575094 -4.601980 2.802034
N -0.569056 -3.413993 1.072407
C -1.554428 5.031597 -1.807466
C 1.085481 5.798102 -0.777794
C 2.192091 -1.082938 1.490478
C -1.340555 -4.465112 1.614215
C -1.401628 -2.206665 -3.417226
C -1.846498 -5.347320 0.479485
C -1.253055 4.128450 -3.013748
C -1.066659 4.466376 -0.482263
C -0.092548 3.203448 -2.758151
C 2.697303 2.552731 0.931642
C 1.006851 -0.713286 -2.500116
C 1.163797 -3.640446 -3.042918
C 0.223051 4.853044 0.054547
C 1.133021 -0.553229 2.278456
C -1.420957 -4.639710 -0.796866
C -0.679536 -3.467814 -0.220801
C -3.566895 -0.976145 1.370791
C 0.419367 1.831466 2.989970
C 2.674764 -2.479796 1.507098
C -4.503460 1.536273 2.785762
C 0.385221 -1.343130 3.287319
C 2.820888 0.001153 0.833159
C 1.148301 0.864206 2.155349
C 2.188616 1.203359 1.250003
C 1.428475 5.241830 -2.204225
C -5.113053 1.036365 0.154186
C 4.096730 -0.018649 0.102328
C 1.193903 3.782251 -2.439960
H 4.126868 0.779398 -0.642624
H -1.868390 -1.220855 -3.280988
H 2.114413 3.309235 1.474537
H 1.807223 -0.717945 -1.745226
H -0.069889 2.238990 -3.271412
H -2.935568 -5.460811 0.536609
H -3.574640 -1.391103 0.355647
H -1.036824 4.739360 -3.887853
H 4.927043 0.166956 0.801349
H 2.012466 3.209588 -2.862996
H 2.508616 5.412126 -2.338998
H 2.053805 -3.727339 -2.402386
H -1.072502 6.002808 -1.958420
H -1.197771 -2.357808 -4.487472
H 3.756158 2.680255 1.217344
H 0.609511 6.794030 -0.877562
H -6.036822 0.853520 0.731120
H -2.147511 3.560343 -3.254123
H -4.029843 1.167928 3.710955
H -1.774689 4.110307 0.256678
H 0.601936 -4.584969 -3.004611
H 0.272937 4.969950 1.147047
H -2.592270 -1.216065 1.793158
H 1.891876 -3.138023 1.108833
H -4.352790 -1.451839 1.962343
H -2.290475 -4.327794 -1.399518
H 0.306334 -2.381015 2.942479
H -5.579605 1.345530 2.789362
H -2.636881 5.203309 -1.700371
H -0.626032 -0.943109 3.401848
H -2.100045 -2.984530 -3.077853
H 1.453465 -0.506862 -3.483048
H 4.255725 -0.971952 -0.404430
H 3.582247 -2.582917 0.899575
H -0.223410 1.275753 3.667394
H 0.905685 5.821339 -2.973480
H 0.876971 -1.278236 4.285425
H -1.389938 -6.343100 0.549378
H 2.616277 2.788867 -0.157244
H 2.935353 -2.825083 2.520980
H 0.316165 0.106177 -2.243259
H 2.031888 5.982628 -0.234950
H -4.349247 2.621909 2.726829
H -5.099215 2.078090 -0.214810
H 1.491509 -3.471786 -4.079775
H -0.768910 -5.283113 -1.413178
H 1.116770 2.439996 3.583705
H -0.188715 2.492671 2.374090
H -5.039080 0.345407 -0.707704

Atomic forces in eV per Å
-0.1 -3.8 1.9
0.0 0.0 1.7
1.0 0.5 -0.9
0.3 0.3 -0.7
0.5 0.3 -2.1
0.0 0.7 -2.3
-0.3 0.0 0.5
0.4 0.0 0.1
1.2 1.4 -1.4
-0.6 -0.7 1.7
-0.2 0.1 -0.4
-0.4 -0.7 0.1
-0.5 -0.4 0.3
-0.1 1.5 1.5
0.5 -0.2 -1.8
0.0 0.8 0.0
0.2 0.2 -0.4
0.2 -0.2 -0.4
-1.4 2.3 0.7
0.6 0.1 0.5
-0.1 -0.1 -0.4
-0.1 -0.3 2.3
-0.2 -0.2 0.6
-0.3 0.2 0.3
0.1 -0.6 -0.1
0.1 -0.3 0.4
-0.1 0.0 0.0
-0.5 -2.8 1.0
1.7 0.9 -1.7
-2.2 0.3 1.7
0.7 0.8 0.2
-0.3 0.2 -0.2
0.4 0.0 -0.4
0.7 -0.6 -2.1
0.1 0.0 -0.1
0.2 -0.3 0.0
0.3 -0.1 -0.2
-0.2 -0.2 0.0
-0.1 0.5 -0.4
0.3 -0.1 0.1
-0.1 0.2 0.1
0.1 0.1 -0.2
0.0 -0.1 -0.2
0.3 0.2 0.1
-0.4 0.1 -0.2
-0.3 0.2 -0.1
-0.2 -0.1 0.1
-0.1 0.1 0.2
-0.2 -0.1 -0.2
0.1 -0.4 0.1
0.1 0.0 -0.6
-0.1 -0.2 0.0
-0.2 0.2 -0.3
-0.3 0.2 -0.2
0.1 0.3 -0.1
0.1 -0.2 -0.4
0.0 -0.1 0.2
0.3 -0.2 0.2
0.0 -0.1 -0.1
0.4 -0.1 0.1
0.1 0.3 0.5
0.1 -0.1 0.2
0.4 0.0 -0.2
0.0 -0.1 0.1
0.4 0.2 -0.1
-0.2 -0.1 0.2
0.2 0.0 0.1
-0.2 -0.1 0.1
-0.2 0.3 0.2
0.1 0.1 0.1
-0.2 -0.1 -0.6
-0.2 0.2 0.2
0.3 -0.1 0.6
-0.2 0.1 -0.3
0.0 -0.2 0.0
-0.4 -0.2 -0.2
0.0 -0.3 0.1
-0.3 -0.5 0.1
-0.1 -0.1 0.2
-0.2 0.4 0.1
-0.2 -0.1 -0.1
-0.2 0.2 0.2
-0.1 0.4 0.4

List of Mulliken charges in e, atom by atom: 0.502 1.031 0.702 -0.012 -0.556 0.238 -0.597 -1.334 1.173 0.140 -1.183 -0.755 -1.136 -0.863 -0.249 -1.534 -0.333 -1.212 0.048 0.774 -0.119 0.078 -0.818 -1.339 -1.316 -1.238 -1.715 -0.454 0.540 0.975 -0.697 -1.216 -1.739 -0.623 0.339 0.366 0.234 -0.138 0.540 0.333 0.210 0.342 0.387 0.541 0.368 0.346 0.138 0.435 0.440 0.422 0.350 0.369 0.348 0.529 0.373 0.642 -0.062 0.048 0.444 0.138 0.315 0.384 0.461 0.278 0.334 0.554 0.472 0.399 0.453 0.291 0.375 0.286 0.303 0.316 -0.071 0.372 0.323 0.314 0.459 0.067 0.286 0.064 0.318